Entry from the Open Molecules 2025 dataset: a cluster of 10 separate species, H20O10 in total (ωB97M-V/def2-TZVPD).

Atoms and positions in Å:
O -0.7393 -1.9349 5.2341
H -0.6944 -2.6882 5.8230
H -1.1492 -2.2758 4.4392
O -3.4996 0.2521 -4.6846
H -4.2806 -0.1080 -5.1047
H -3.5391 -0.0733 -3.7853
O 1.6352 -3.2765 -0.9103
H 0.7160 -3.4511 -0.7083
H 2.1230 -3.8788 -0.3487
O 1.8149 2.6894 -1.0742
H 2.6840 2.6621 -1.4745
H 1.2098 2.7082 -1.8156
O -0.4419 -0.0686 0.7060
H 0.4690 -0.3596 0.7496
H -0.6298 -0.0078 -0.2306
O -0.3702 1.9209 5.2011
H -0.4107 0.9822 5.3840
H -0.8930 2.0334 4.4072
O -3.9373 -1.3834 -1.2695
H -4.2269 -2.0931 -1.8428
H -3.9145 -1.7744 -0.3961
O -0.7488 2.8198 -3.6083
H -0.0776 2.9634 -4.2754
H -1.3812 2.2351 -4.0260
O 2.5337 2.0641 2.5251
H 2.1534 1.7518 1.7041
H 1.8265 1.9797 3.1646
O 4.6324 -0.8423 -1.2883
H 5.2708 -1.4817 -0.9724
H 3.8652 -1.3647 -1.5222

Atoms 1-6, force components in eV/Å:
O 0.06 0.25 0.02
H 0.04 -0.14 0.22
H -0.10 -0.02 -0.25
O 0.24 0.12 -0.10
H -0.18 -0.02 -0.17
H 0.01 -0.05 0.38

Calculated values
E (a.u.): -764.3598
Maximum force (eV/A): 0.44
SMILES string: O.O.O.O.O.O.O.O.O.O
Energy above the lowest of the compared OMol25 structures with the same formula, charge and spin (kcal/mol): 76.66
Lowest unoccupied orbital energy (eV): -0.07